Entry 1:
{
  "formula": "C20H17ClHo",
  "method": "ωB97M-V/def2-TZVPD",
  "elements": ["C", "C", "C", "H", "C", "C", "H", "H", "H", "H", "Ho", "Cl", "C", "C", "C", "H", "C", "C", "H", "H", "H", "H", "C", "C", "C", "C", "C", "C", "C", "C", "C", "C", "H", "H", "H", "H", "H", "H", "H"],
  "xyz": [[1.995, -1.906, 0.018], [2.128, -2.064, -1.433], [0.816, -2.247, -1.941], [3.047, -2.158, -2.028], [-0.118, -2.262, -0.819], [0.613, -2.065, 0.390], [0.169, -2.042, 1.393], [2.793, -1.840, 0.724], [0.522, -2.468, -2.973], [-1.182, -2.483, -0.901], [0.843, 0.158, -0.888], [2.757, 1.689, -1.003], [1.242, 2.154, -3.628], [0.012, 1.509, -3.960], [0.328, 0.303, -4.655], [-0.988, 1.913, -3.770], [1.748, 0.198, -4.745], [2.311, 1.339, -4.115], [3.377, 1.541, -4.004], [1.355, 3.105, -3.103], [-0.391, -0.389, -5.104], [2.317, -0.598, -5.240], [-1.076, -0.071, 5.383], [0.207, -0.159, 4.774], [0.352, 0.091, 3.394], [-0.756, 0.470, 2.570], [-0.686, 0.628, 1.156], [-1.782, 0.957, 0.417], [-3.042, 1.082, 1.088], [-3.140, 1.052, 2.460], [-2.025, 0.673, 3.245], [-2.129, 0.470, 4.647], [-1.227, -0.337, 6.446], [1.099, -0.416, 5.367], [1.319, -0.066, 2.927], [-1.693, 1.120, -0.670], [-3.932, 1.198, 0.485], [-4.075, 1.236, 3.013], [-3.110, 0.686, 5.083]],
  "mulliken_spin": [-0.003, -0.002, -0.001, 0.001, -0.004, -0.008, 0.001, 0.000, 0.000, 0.001, 4.037, -0.008, -0.001, 0.000, 0.001, 0.000, -0.001, 0.000, 0.000, 0.000, 0.000, 0.000, 0.000, 0.000, 0.000, -0.009, -0.008, 0.004, 0.002, 0.001, -0.001, 0.000, 0.000, 0.000, 0.000, -0.001, 0.000, 0.000, 0.000],
  "e_tot_ev": -59337.6289,
  "total_charge": -1,
  "multiplicity": 5,
  "s2": 6.00,
  "relative_energy_kj_mol": 113.0,
  "lumo_ev": [2.83, 2.83],
  "fmax_ev_per_a": 2.8
}


Entry 2:
{
  "formula": "C2H11IInNOPS",
  "method": "ωB97M-V/def2-TZVPD",
  "elements": ["N", "P", "In", "I", "H", "H", "H", "H", "H", "C", "S", "O", "C", "H", "H", "H", "H", "H", "H"],
  "xyz": [[1.323, 1.993, 4.211], [0.929, 3.175, 3.204], [1.965, 3.186, 0.871], [1.466, 0.790, -0.478], [1.726, 2.350, 5.063], [1.213, 4.463, 3.720], [-0.479, 3.318, 3.088], [3.702, 3.314, 1.073], [1.278, 4.540, -0.026], [-0.882, -2.308, -0.857], [-0.360, -2.873, -2.478], [0.018, -1.692, -3.281], [-2.005, -3.346, -3.038], [-0.017, -1.923, -0.322], [-1.618, -1.513, -0.967], [-1.303, -3.158, -0.317], [-2.658, -2.475, -2.996], [-2.387, -4.149, -2.408], [-1.913, -3.692, -4.064]],
  "nbo_charge": [-1.368, 0.786, 0.600, -0.522, 0.344, -0.086, -0.105, -0.315, -0.329, -0.839, 1.253, -0.975, -0.834, 0.270, 0.234, 0.214, 0.228, 0.216, 0.229],
  "e_tot_ev": -39188.4112,
  "total_charge": -1,
  "lumo_ev": 2.45,
  "fmax_ev_per_a": 0.8
}


Entry 3:
{
  "formula": "C30H35F4N7O5S",
  "method": "ωB97M-V/def2-TZVPD",
  "elements": ["O", "C", "O", "C", "F", "F", "F", "O", "S", "O", "O", "F", "C", "C", "C", "N", "C", "H", "H", "H", "H", "H", "C", "C", "C", "N", "C", "H", "H", "H", "H", "H", "C", "C", "C", "N", "C", "H", "H", "H", "H", "H", "C", "C", "C", "N", "C", "H", "H", "H", "H", "H", "C", "C", "C", "N", "C", "H", "H", "H", "H", "H", "C", "C", "C", "N", "C", "H", "H", "H", "H", "H", "C", "C", "C", "N", "C", "H", "H", "H", "H", "H"],
  "xyz": [[4.652, -3.087, -2.124], [4.234, -2.333, -2.899], [5.010, -1.344, -3.507], [5.959, -0.812, -2.632], [6.346, 0.363, -3.173], [7.037, -1.610, -2.484], [5.480, -0.531, -1.400], [2.898, -2.396, -3.339], [1.928, -1.229, -2.691], [0.819, -1.892, -2.071], [1.472, -0.340, -3.717], [2.646, -0.347, -1.556], [0.481, 2.373, 0.936], [1.175, 2.883, 2.064], [2.472, 2.448, 1.975], [2.587, 1.692, 0.839], [1.378, 1.645, 0.199], [-0.559, 2.523, 0.693], [0.770, 3.499, 2.850], [3.321, 2.610, 2.620], [3.428, 1.241, 0.526], [1.260, 1.102, -0.720], [-2.465, -2.208, -4.917], [-3.719, -2.442, -4.292], [-3.646, -1.928, -3.023], [-2.394, -1.396, -2.856], [-1.671, -1.559, -4.008], [-2.180, -2.484, -5.920], [-4.577, -2.932, -4.724], [-4.372, -1.896, -2.227], [-2.057, -0.954, -2.018], [-0.660, -1.199, -4.078], [-0.261, 3.846, -3.174], [0.011, 3.181, -4.399], [-0.811, 2.086, -4.459], [-1.564, 2.059, -3.318], [-1.239, 3.132, -2.531], [0.208, 4.745, -2.807], [0.727, 3.474, -5.150], [-0.925, 1.323, -5.212], [-2.252, 1.360, -3.093], [-1.729, 3.293, -1.584], [-1.618, -2.801, 2.242], [-0.663, -3.800, 2.560], [0.042, -4.071, 1.414], [-0.454, -3.277, 0.417], [-1.463, -2.497, 0.915], [-2.336, -2.355, 2.911], [-0.509, -4.267, 3.520], [0.850, -4.758, 1.223], [-0.127, -3.268, -0.536], [-1.982, -1.795, 0.282], [3.621, 0.227, -8.429], [5.019, -0.006, -8.359], [5.301, -0.424, -7.085], [4.126, -0.448, -6.381], [3.097, -0.058, -7.195], [3.062, 0.564, -9.287], [5.737, 0.118, -9.155], [6.232, -0.705, -6.619], [4.034, -0.713, -5.416], [2.086, -0.015, -6.825], [-1.342, -0.376, 4.930], [-2.387, 0.248, 5.659], [-2.580, -0.484, 6.803], [-1.694, -1.527, 6.792], [-0.932, -1.466, 5.656], [-0.935, -0.061, 3.982], [-2.936, 1.133, 5.376], [-3.269, -0.354, 7.622], [-1.615, -2.229, 7.506], [-0.168, -2.201, 5.462], [-5.697, 2.718, 9.088], [-5.005, 3.248, 10.207], [-3.701, 2.839, 10.111], [-3.578, 2.078, 8.980], [-4.791, 2.004, 8.348], [-6.742, 2.847, 8.851], [-5.418, 3.861, 10.993], [-2.851, 3.021, 10.749], [-2.729, 1.641, 8.662], [-4.903, 1.450, 7.430]],
  "lowdin_charge": [0.279, -0.507, 0.152, -0.607, 0.183, 0.192, 0.170, -0.022, 0.706, -0.217, -0.211, -0.116, -0.106, -0.109, -0.138, 0.007, -0.142, 0.082, 0.091, 0.106, 0.133, 0.082, -0.098, -0.106, -0.137, 0.006, -0.154, 0.093, 0.092, 0.107, 0.125, 0.072, -0.109, -0.110, -0.154, 0.012, -0.147, 0.091, 0.091, 0.105, 0.127, 0.100, -0.115, -0.116, -0.139, 0.009, -0.137, 0.087, 0.086, 0.104, 0.109, 0.093, -0.109, -0.111, -0.142, 0.008, -0.134, 0.091, 0.091, 0.104, 0.100, 0.104, -0.113, -0.107, -0.159, 0.007, -0.138, 0.093, 0.090, 0.090, 0.145, 0.106, -0.113, -0.116, -0.143, 0.003, -0.151, 0.090, 0.089, 0.104, 0.125, 0.098],
  "e_tot_ev": -74047.7711,
  "smiles": "O=C(OC(F)(F)F)OS(=O)(=O)F.c1cc[nH]c1.c1cc[nH]c1.c1cc[nH]c1.c1cc[nH]c1.c1cc[nH]c1.c1cc[nH]c1.c1cc[nH]c1",
  "lumo_ev": -1.65,
  "fmax_ev_per_a": 5.4
}